Entry 1:
A gas-phase ion, C3H6NO (charge -1) in a non-equilibrium geometry. Source: OMol25; level of theory: ωB97M-V/def2-TZVPD.

## Properties
* orbital gap (spin up / spin down): 5.70 / 5.89 eV
* E_tot: -247.725323 Ha
* highest occupied orbital energy (spin up / spin down): -0.997 / -1.148 eV
* net charge: -1

Atoms and positions in Å:
C  -0.714  0.695  -0.533
C  0.785  0.187  -0.458
C  0.936  -1.190  0.121
N  -1.651  1.271  0.547
O  -1.712  0.969  1.746
H  -0.616  1.618  -1.211
H  -1.371  0.086  -1.141
H  1.461  0.951  0.121
H  -0.023  -1.747  0.069
H  1.089  -1.125  1.121
H  1.817  -1.716  -0.380

These are the Mulliken partial charges, in e, on atoms 1 to 2: C -0.67; C -0.22

=====

Entry 2:
A molecular structure, C25H48Cl3N4O3SSiTi in a non-equilibrium geometry. Source: OMol25; level of theory: ωB97M-V/def2-TZVPD.

## Properties
* orbital gap (spin up / spin down): 6.40 / 6.43 eV
* E_tot: -4343.973912 Ha
* highest occupied orbital energy (spin up / spin down): -6.609 / -6.607 eV
* multiplicity: 2

Atoms and positions in Å:
C  2.921  -2.192  -3.612
C  2.211  -1.420  -4.685
H  2.223  -2.882  -3.120
H  3.320  -1.527  -2.836
H  3.741  -2.809  -4.014
C  2.007  -1.977  -5.899
C  2.208  -3.424  -6.177
H  1.725  -1.418  -6.788
H  1.639  -4.070  -5.497
H  3.260  -3.721  -6.108
H  1.879  -3.650  -7.197
Ti  1.335  -0.153  0.147
Cl  2.743  -1.319  1.377
Cl  2.842  1.097  -0.969
C  0.430  2.545  0.645
O  0.300  1.289  0.834
N  -0.598  3.346  0.859
C  -1.923  2.807  1.168
C  -0.460  4.780  0.708
H  1.370  3.002  0.313
H  -1.850  2.119  2.016
H  -2.345  2.301  0.291
H  -2.580  3.645  1.427
H  0.322  5.126  1.393
H  -1.416  5.260  0.946
H  -0.162  5.039  -0.317
H  -0.573  -3.839  3.833
H  -1.267  -3.761  0.111
C  -1.526  -3.487  3.411
C  -1.964  -3.564  0.941
N  -1.288  -2.925  2.074
H  -1.967  -2.730  4.078
C  -0.518  -1.858  1.869
O  -0.229  -1.425  0.705
H  -2.812  -2.946  0.586
H  -0.095  -1.404  2.785
H  -2.196  -4.346  3.274
H  -2.360  -4.523  1.299
O  1.026  -0.229  -3.017
C  1.805  -0.040  -4.242
C  0.406  0.531  -6.346
C  1.263  0.925  -5.315
H  0.031  -0.495  -6.365
C  0.019  1.437  -7.347
H  2.739  0.428  -3.903
C  1.833  2.211  -5.395
H  -0.694  1.102  -8.106
C  0.519  2.743  -7.360
C  1.447  3.129  -6.384
H  2.593  2.483  -4.666
H  0.223  3.430  -8.156
H  1.873  4.138  -6.391
Si  -0.737  -0.335  -2.807
Cl  -0.873  -2.501  -2.857
C  -1.834  -0.448  -4.327
C  -0.611  1.677  -2.773
C  -2.009  -0.023  -1.385
H  -1.738  0.405  -5.001
H  -2.867  -0.517  -3.956
H  -1.635  -1.361  -4.910
H  -2.647  -0.896  -1.244
H  -2.665  0.811  -1.670
H  -1.595  0.285  -0.427
H  -0.697  2.023  -3.805
H  0.347  2.049  -2.404
H  -1.367  2.220  -2.203
C  -0.915  -2.611  8.182
C  -0.308  -1.556  7.266
N  -1.359  -0.645  6.763
C  -0.990  0.225  5.758
S  -1.715  0.206  4.227
N  -0.030  1.126  6.055
C  0.236  1.641  7.412
C  1.629  2.204  7.510
H  -1.558  -2.145  8.939
H  -0.101  -3.156  8.680
H  -1.512  -3.335  7.607
H  0.431  -0.967  7.819
H  0.216  -2.073  6.441
H  -2.206  -1.177  6.532
H  0.140  1.793  5.300
H  -0.498  2.425  7.626
H  0.098  0.827  8.117
H  1.792  2.999  6.773
H  1.761  2.626  8.509
H  2.387  1.424  7.373

These are the Mulliken partial charges, in e, on atoms 1 to 2: C -1.76; C 0.64

=====

Entry 3:
A gas-phase ion, C4H11N2 (charge +1) in a non-equilibrium geometry. Source: OMol25; level of theory: ωB97M-V/def2-TZVPD.

## Properties
* orbital gap: 10.51 eV
* E_tot: -268.241634 Ha
* highest occupied orbital energy: -14.428 eV
* net charge: +1
* SMILES string: CC/[N+](C)=C\N

Atoms and positions in Å:
C  0.616  1.512  0.324
C  -0.639  -1.576  0.469
C  1.151  -0.156  -1.384
C  -0.991  -0.251  -0.228
N  -0.046  1.850  1.416
N  0.180  0.483  -0.493
H  1.635  1.777  0.040
H  -1.493  -2.178  0.795
H  -0.066  -2.113  -0.269
H  -0.012  -1.300  1.319
H  0.775  -0.947  -1.971
H  1.876  -0.744  -0.770
H  1.650  0.606  -1.806
H  -1.653  0.528  0.268
H  -1.493  -0.598  -1.102
H  0.274  2.682  2.025
H  -1.058  1.562  1.613

These are the Mulliken partial charges, in e, on atoms 1 to 2: C 0.26; C -0.90

=====

Entry 4:
A gas-phase ion, C13H16NO (charge +1) in a non-equilibrium geometry. Source: OMol25; level of theory: ωB97M-V/def2-TZVPD.

## Properties
* orbital gap (spin up / spin down): 4.94 / 4.94 eV
* E_tot: -634.428092 Ha
* highest occupied orbital energy (spin up / spin down): -11.109 / -11.109 eV
* net charge: +1

Atoms and positions in Å:
C  -2.764  1.836  -0.561
C  -3.466  0.840  -1.272
C  -2.039  1.523  0.578
C  -3.243  -0.479  -1.039
C  -1.568  0.215  0.733
C  -2.301  -0.877  0.032
C  1.807  -2.373  -0.822
C  0.564  -2.221  -1.337
C  -0.328  -0.086  1.494
C  -2.320  -2.108  0.670
C  0.889  -0.498  0.525
C  3.578  1.258  -0.031
C  1.179  0.676  -0.465
N  0.827  -1.888  0.127
O  2.532  0.640  -0.868
H  -3.019  2.939  -0.808
H  -3.845  1.179  -2.242
H  -1.382  2.293  1.063
H  -3.837  -1.219  -1.449
H  2.754  -2.720  -0.996
H  -0.259  -2.354  -1.906
H  -0.001  0.797  1.969
H  -0.371  -0.824  2.270
H  -1.804  -2.278  1.592
H  -2.833  -2.848  0.218
H  1.897  -0.566  1.208
H  4.379  0.549  -0.234
H  3.196  1.355  0.975
H  3.915  2.139  -0.522
H  0.904  1.583  0.019
H  0.609  0.695  -1.402

These are the Mulliken partial charges, in e, on atoms 1 to 2: C -0.18; C -0.60

=====

Entry 5:
A molecular structure, C4H10NiO2 in a non-equilibrium geometry. Source: OMol25; level of theory: ωB97M-V/def2-TZVPD.

## Properties
* orbital gap (spin up / spin down): 9.12 / 8.95 eV
* E_tot: -1816.341568 Ha
* highest occupied orbital energy (spin up / spin down): -19.604 / -20.081 eV
* net charge: +2
* multiplicity: 3

Atoms and positions in Å:
H  1.756  0.894  2.371
C  2.023  1.722  -0.111
O  0.857  1.397  -0.406
C  0.563  0.247  -1.263
C  -0.781  -0.315  -0.880
O  -0.882  -0.536  0.530
C  -1.897  -1.481  0.921
H  2.132  2.641  0.474
H  2.876  1.138  -0.482
H  1.380  -0.478  -1.168
H  0.522  0.651  -2.281
H  -0.900  -1.273  -1.401
H  -1.591  0.354  -1.195
H  -1.934  -1.493  2.015
H  -2.869  -1.163  0.527
H  -1.628  -2.475  0.543
Ni  0.375  0.168  1.805

These are the Mulliken partial charges, in e, on atoms 1 to 2: H 0.17; C -0.01

=====

Entry 6:
A molecular structure, C21H22Cl5N9O5PRe. Source: OMol25; level of theory: ωB97M-V/def2-TZVPD.

## Properties
* orbital gap (spin up / spin down): 7.76 / 7.02 eV
* E_tot: -4402.999834 Ha
* highest occupied orbital energy (spin up / spin down): -5.804 / -5.615 eV
* net charge: -1
* multiplicity: 2

Atoms and positions in Å:
Re  -0.095  0.323  -0.554
N  1.099  3.644  -0.208
C  1.302  2.803  0.856
N  1.901  3.155  1.975
N  1.806  2.057  2.758
N  1.172  1.119  2.159
N  0.845  1.554  0.916
C  0.735  3.185  -1.452
N  0.899  3.870  -2.558
N  0.450  3.041  -3.534
N  0.063  1.926  -3.056
N  0.198  1.984  -1.699
H  1.573  4.531  -0.185
Cl  -2.933  1.620  -2.768
C  -2.752  -0.071  -2.480
C  -1.732  -0.544  -1.662
C  -1.802  -1.886  -1.320
Cl  -0.705  -2.354  -0.035
C  -2.732  -2.780  -1.815
Cl  -2.716  -4.431  -1.327
C  -3.687  -2.297  -2.705
Cl  -4.853  -3.373  -3.378
C  -3.711  -0.939  -3.015
Cl  -4.951  -0.335  -4.050
C  0.951  -0.824  4.924
O  1.856  -1.680  4.230
P  1.472  -2.163  2.706
O  1.281  -3.764  2.916
C  2.287  -4.566  3.530
O  2.993  -2.233  2.130
C  3.684  -1.016  1.844
H  1.274  -0.800  5.964
H  -0.072  -1.208  4.884
H  0.979  0.183  4.511
H  1.826  -5.522  3.774
H  2.656  -4.095  4.442
H  3.120  -4.723  2.845
H  4.702  -1.291  1.576
H  3.699  -0.365  2.719
H  3.218  -0.496  1.007
O  1.748  -0.263  -0.822
O  0.912  -0.793  -1.823
C  -1.562  2.851  1.964
C  -2.204  1.483  1.743
C  -2.154  0.705  3.067
C  -1.644  0.592  0.637
C  -3.658  1.669  1.250
C  -4.003  2.748  0.441
C  -5.285  2.877  -0.075
C  -6.252  1.926  0.202
C  -5.923  0.840  1.002
C  -4.642  0.714  1.515
H  -0.664  2.769  2.573
H  -2.261  3.495  2.501
H  -1.301  3.339  1.025
H  -1.120  0.658  3.406
H  -2.508  -0.321  2.961
H  -2.760  1.209  3.825
H  -2.364  -0.227  0.571
H  -3.261  3.492  0.186
H  -5.519  3.720  -0.714
H  -7.248  2.019  -0.211
H  -6.665  0.083  1.224
H  -4.409  -0.149  2.125

These are the Mulliken partial charges, in e, on atoms 1 to 2: Re 1.01; N 0.05

=====

Question: Look up the E_tot of the second one.
Answer: -4343.973912 Ha